Record 1
{"formula": "C2H3NO2", "method": "the ωB97M-V functional and the def2-TZVPD basis", "species": ["O", "C", "C", "O", "N", "H", "H", "H"], "positions_angstrom": [[-0.2552, -1.4869, -1.4290], [-0.6771, 0.0395, 0.5616], [-0.2115, -0.5336, -0.7485], [0.3102, 1.0580, 0.6120], [1.1377, 0.3822, -0.3216], [1.7742, 0.9254, -0.8678], [-1.6127, 0.3537, 0.7193], [-0.4656, -0.7383, 1.4739]], "e_tot_ev": -7703.668, "smiles": "O=C1CON1", "spin_multiplicity": 1, "largest_force_ev_per_a": 4.8}

=====

Record 2
{"formula": "C2H3NO2", "method": "the ωB97M-V functional and the def2-TZVPD basis", "species": ["C", "H", "H", "O", "H", "O", "C", "N"], "positions_angstrom": [[-0.3684, -0.5367, -0.6991], [-0.0968, -1.1060, -1.5699], [-0.8418, 0.3478, -1.0249], [-0.6026, 1.8642, 1.3400], [-1.0564, -1.1211, -0.1219], [1.7389, -0.8154, 0.5231], [0.7106, -0.1925, 0.2375], [0.5167, 1.5598, 1.3152]], "e_tot_ev": -7703.740, "spin_multiplicity": 1, "largest_force_ev_per_a": 5.3}

=====

Record 3
{"formula": "C2H3NO2", "method": "the ωB97M-V functional and the def2-TZVPD basis", "species": ["N", "H", "C", "O", "H", "H", "C", "O"], "positions_angstrom": [[0.5360, -0.5517, 1.4621], [0.6509, -0.5686, -1.1422], [-0.1161, 0.2616, -1.1884], [-1.2607, 0.1501, -1.6409], [-1.1876, 0.6285, 0.7990], [0.2827, 1.3077, -1.1396], [-0.2911, 0.0576, 0.9831], [1.3859, -1.2852, 1.8669]], "e_tot_ev": -7702.932, "smiles": "C#[N+][O-].C=O", "spin_multiplicity": 1, "largest_force_ev_per_a": 3.6}

=====

Record 4
{"formula": "C2H3NO2S", "method": "the ωB97M-V functional and the def2-TZVPD basis", "species": ["C", "C", "O", "H", "S", "H", "N", "H", "O"], "positions_angstrom": [[0.5842, 1.2104, 0.1513], [0.7273, -0.2736, -0.0656], [-1.5760, -0.2865, -0.4199], [-2.1500, -0.3962, 0.3567], [2.1759, -0.9975, -0.1615], [-0.3984, -1.9170, -0.2767], [-0.4105, -0.9420, 0.0019], [-0.2955, 1.5761, 0.7730], [1.3429, 2.0264, -0.3592]], "e_tot_ev": -18540.300, "smiles": "O=CC(=S)NO", "spin_multiplicity": 1, "largest_force_ev_per_a": 2.6}

=====

Record 5
{"formula": "C2H3NO2S", "method": "the ωB97M-V functional and the def2-TZVPD basis", "species": ["H", "O", "C", "C", "O", "H", "S", "H", "N"], "positions_angstrom": [[1.6075, -1.3499, 0.3181], [-5.2195, -0.1195, -0.7410], [-0.3600, -0.6033, -0.0088], [0.9265, -0.5136, -0.0077], [-4.6843, 1.3185, 0.8081], [-0.8759, 0.1354, -0.4869], [-1.3773, -1.9486, 0.2294], [1.4487, 0.4630, -0.1251], [-4.5548, 0.4073, 0.0683]], "e_tot_ev": -18537.064, "spin_multiplicity": 1, "largest_force_ev_per_a": 5.4}

=====

Record 6
{"formula": "C2H3NO2S", "method": "the ωB97M-V functional and the def2-TZVPD basis", "species": ["H", "O", "C", "S", "N", "C", "H", "O", "H"], "positions_angstrom": [[-0.1275, 1.6044, 0.6974], [-1.5836, -0.1991, -0.4549], [0.6947, -0.2970, -0.0278], [2.0551, -1.1746, -0.1799], [-0.4981, -0.8784, 0.0518], [0.6826, 1.1878, 0.1089], [-0.5704, -1.8775, -0.1059], [1.5976, 1.8479, -0.3329], [-2.2504, -0.2134, 0.2434]], "e_tot_ev": -18540.310, "smiles": "O=CC(=S)NO", "spin_multiplicity": 1, "largest_force_ev_per_a": 2.0}

=====

Record 7
{"formula": "C2H3NO2S", "method": "the ωB97M-V functional and the def2-TZVPD basis", "species": ["O", "H", "H", "O", "S", "N", "H", "C", "C"], "positions_angstrom": [[-2.4703, 0.6374, -1.0979], [-1.7157, 2.1259, -1.9118], [0.2655, -1.6582, 0.6911], [0.6197, 1.1458, -0.7451], [-1.7059, 0.5610, -3.5643], [-2.0657, 1.1834, -2.1512], [1.3036, -1.9788, -0.7087], [0.9348, -1.2304, 0.0380], [0.7788, 0.0489, -0.3555]], "e_tot_ev": -18538.812, "smiles": "[O-][NH+]=S.C=C=O", "spin_multiplicity": 1, "largest_force_ev_per_a": 3.5}

=====

Record 8
{"formula": "C2H3NO2S", "method": "the ωB97M-V functional and the def2-TZVPD basis", "species": ["N", "C", "H", "O", "O", "C", "H", "S", "H"], "positions_angstrom": [[-0.0944, 1.5271, -0.0053], [-0.2517, -0.8831, -0.3433], [1.0266, -2.1005, 0.4599], [0.6983, 1.2879, 1.1004], [0.8585, -1.1192, 0.3678], [-0.6074, 0.5122, -0.5744], [-1.3362, 0.6960, -1.3858], [-1.1461, -2.1303, -1.0086], [0.8524, 2.2099, 1.3893]], "e_tot_ev": -18540.578, "smiles": "O/N=C\\C(O)=S", "spin_multiplicity": 1, "largest_force_ev_per_a": 2.6}

=====

Please write out number 1 again, unchanged.
{"formula": "C2H3NO2", "method": "the ωB97M-V functional and the def2-TZVPD basis", "species": ["O", "C", "C", "O", "N", "H", "H", "H"], "positions_angstrom": [[-0.2552, -1.4869, -1.4290], [-0.6771, 0.0395, 0.5616], [-0.2115, -0.5336, -0.7485], [0.3102, 1.0580, 0.6120], [1.1377, 0.3822, -0.3216], [1.7742, 0.9254, -0.8678], [-1.6127, 0.3537, 0.7193], [-0.4656, -0.7383, 1.4739]], "e_tot_ev": -7703.668, "smiles": "O=C1CON1", "spin_multiplicity": 1, "largest_force_ev_per_a": 4.8}